Entry 1:
Computed, not measured: C43H43N3NiOPSSb2 as an isolated structure, with ωB97M-V/def2-TZVPD.

Geometry as XYZ:
```
95
Properties=species:S:1:pos:R:3:mulliken_charge:R:1
Ni -0.31212 -1.39014 0.30582 0.878
C -3.19858 3.74115 1.98632 -1.294
Sb -2.62315 1.74670 2.65271 0.323
C -0.64632 2.78534 -0.43674 -0.602
C -0.50417 2.35230 3.04167 -0.722
C -0.14458 2.19502 4.47874 0.502
C -0.57553 3.14149 5.41311 -0.825
C -0.36809 2.97464 6.76925 -0.571
C 0.28185 1.83970 7.23852 -0.671
C 0.74290 0.90510 6.32802 -0.899
C 0.55637 1.07399 4.95432 1.037
C 1.18069 0.06964 4.02677 -1.641
Sb -0.08396 -1.24132 2.88508 0.272
C 1.04305 -3.00629 3.34902 -1.281
C -1.67868 -1.63858 4.22195 -1.197
H -2.38063 4.19723 1.42136 0.326
H -3.44746 4.38713 2.82839 0.362
H -4.06752 3.67388 1.32766 0.367
H -0.94221 3.83512 -0.50029 0.578
H -1.24878 2.30269 0.34681 -0.569
H 0.40349 2.75730 -0.13338 0.034
H -0.48107 3.40161 2.73910 0.756
H 0.17706 1.80759 2.38471 0.047
H -1.11528 4.01162 5.05401 0.381
H -0.72330 3.72463 7.46553 0.396
H 0.44046 1.69264 8.29948 0.393
H 1.28139 0.03152 6.68390 0.339
H 1.78455 -0.63678 4.60094 0.662
H 1.84482 0.54336 3.29834 0.515
H 0.91096 -3.21702 4.41131 0.481
H 2.09722 -2.82577 3.14587 0.168
H 0.70752 -3.86102 2.76286 0.401
H -1.24367 -1.95145 5.17279 0.468
H -2.29814 -2.44010 3.81699 0.362
H -2.27322 -0.73559 4.36004 0.311
N 3.42904 -0.05491 -1.25615 -0.242
C 4.29776 -0.37970 -0.18448 0.085
C 5.45990 0.33186 0.05702 -0.767
C 6.26089 -0.03294 1.13167 -0.683
C 5.88311 -1.06904 1.97491 -0.840
C 4.70121 -1.75985 1.74393 -0.709
C 3.92859 -1.42376 0.64340 0.947
S 2.49040 -2.30841 0.16547 -0.021
N 1.49960 -0.99432 -0.37304 0.122
C 2.07366 -0.09675 -1.10161 0.589
C 1.29369 0.91595 -1.84174 0.140
C 1.85290 1.99869 -2.40577 -0.516
C 1.04836 2.98108 -3.11301 -1.242
C -0.26033 3.03544 -2.85958 -0.766
C -0.82586 2.13558 -1.79921 -0.093
N -0.12397 0.80416 -1.88051 1.039
H 3.78245 0.62354 -1.90649 0.347
H 5.74107 1.16089 -0.58436 0.370
H 7.17951 0.50834 1.31721 0.400
H 6.50748 -1.33930 2.81565 0.422
H 4.39398 -2.56772 2.39795 0.417
H 2.91019 2.20320 -2.29682 0.576
H 1.53478 3.67780 -3.78368 0.491
H -0.90888 3.77301 -3.32113 0.610
H -1.88309 1.93502 -1.97613 0.652
O -0.80900 -3.60929 -0.06515 -0.620
C -0.37637 -2.78492 -0.82352 0.350
C 0.12241 -2.94516 -2.21583 0.284
C 0.70862 -4.13313 -2.59637 -0.763
C 1.30427 -4.23208 -3.85294 -0.867
C 1.28979 -3.14813 -4.70492 -0.849
C 0.66177 -1.95967 -4.33313 -1.039
C 0.08718 -1.84016 -3.07764 0.568
P -0.95404 -0.41606 -2.63005 2.628
C -2.23260 -1.08970 -1.58407 0.205
C -2.44064 -0.64468 -0.27011 -0.596
C -3.35803 -1.32670 0.53264 -0.278
C -4.05173 -2.41698 0.04379 -0.952
C -3.86796 -2.82923 -1.27707 -0.951
C -2.96628 -2.17508 -2.09122 -0.278
C -1.70055 0.22885 -4.12916 1.562
C -3.07581 0.15870 -4.34014 -0.785
C -3.62573 0.69421 -5.49734 -0.787
C -2.80910 1.29869 -6.44030 -0.699
C -1.43787 1.38990 -6.22460 -1.257
C -0.88517 0.86582 -5.07068 -0.751
H 0.71922 -4.96489 -1.90404 0.564
H 1.77384 -5.15935 -4.15601 0.454
H 1.74743 -3.21739 -5.68413 0.498
H 0.61236 -1.15523 -5.05194 0.414
H -2.02329 0.26754 0.17404 -0.490
H -3.50662 -0.94371 1.53642 0.303
H -4.75164 -2.94350 0.68051 0.489
H -4.42350 -3.67388 -1.66504 0.446
H -2.80489 -2.52718 -3.10460 0.645
H -3.72651 -0.29555 -3.60386 0.335
H -4.69534 0.64263 -5.65476 0.469
H -3.24073 1.71363 -7.34275 0.416
H -0.80278 1.88100 -6.95128 0.455
H 0.17695 0.98545 -4.88923 0.464
```

Lowest unoccupied orbital energy (alpha / beta)   -3.7 / -3.7 eV
Charge   +1
ΔE to the lowest compared entry with this formula, charge and spin   1.756 eV


Entry 2:
Computed, not measured: a 7-piece molecular cluster, C24H53ClFN2O13S2 overall, with ωB97M-V/def2-TZVPD.

Geometry as XYZ:
```
96
Properties=species:S:1:pos:R:3:mulliken_charge:R:1
C -4.77372 -1.26110 -1.66572 -1.172
C -4.82730 -2.48848 -0.78784 0.353
C -3.50493 -2.94682 -0.21122 -0.596
O -3.62560 -4.07237 0.59700 -0.408
C -3.00015 -5.23817 0.06423 -0.677
N -5.72027 -2.19094 0.42744 -0.289
H -5.45054 -1.35800 0.95463 0.300
H -6.71921 -2.15236 0.21440 0.379
H -5.61052 -2.94242 1.12567 0.389
H -5.78874 -0.90564 -1.87325 0.476
H -4.34629 -1.48890 -2.63822 0.258
H -4.31506 -0.40110 -1.17331 0.142
H -5.35435 -3.32161 -1.25389 0.228
H -3.04909 -2.12427 0.35721 0.258
H -2.81264 -3.02615 -1.05629 0.483
H -3.45623 -5.58100 -0.86827 0.320
H -3.19732 -6.06176 0.75142 0.264
H -1.92366 -5.07855 0.02178 0.293
C -1.12369 3.72485 1.68554 -1.390
C -2.19316 3.26036 0.72677 0.276
C -1.96866 3.46107 -0.74200 -0.634
O -3.08974 2.97035 -1.43299 -0.367
C -2.97083 3.12151 -2.85456 -0.534
N -2.48383 1.77353 0.94576 0.093
H -2.62691 1.43358 1.90521 0.391
H -3.39861 1.50324 0.57764 0.397
H -1.76505 1.13735 0.58200 -0.223
H -1.39644 3.70024 2.73490 0.420
H -0.79003 4.71995 1.37646 0.438
H -0.16974 3.21055 1.51769 0.222
H -3.17586 3.65073 1.00412 0.268
H -1.05262 2.96039 -1.08220 0.335
H -1.79190 4.52557 -0.92828 0.485
H -3.98670 3.11839 -3.24018 0.276
H -2.39574 2.28245 -3.24923 0.064
H -2.48035 4.05620 -3.12637 0.374
Cl 0.52187 -0.26593 -0.50497 0.965
O 0.72476 0.48571 0.71458 -0.304
O -0.11408 0.58506 -1.48625 -0.408
O 1.82990 -0.71313 -0.94172 -0.464
O -0.39829 -1.34086 -0.18715 -0.599
C 3.38273 3.97130 0.97597 -0.288
C 3.56365 2.76530 1.88859 0.228
C 4.20140 1.73165 0.97970 0.234
O 4.99144 2.50552 0.07817 -0.503
C 4.36002 3.76746 -0.16111 -0.592
H 3.58605 4.87570 1.55044 0.368
H 2.35382 3.97239 0.60617 -0.100
H 2.62514 2.44024 2.34708 -0.320
H 4.17442 3.00211 2.76222 0.390
H 3.54217 1.14482 0.32771 -0.229
H 4.77480 1.01306 1.56908 0.202
H 3.83954 3.78383 -1.12273 0.294
H 5.16144 4.50564 -0.16687 0.300
O 4.22497 -4.12917 2.26960 -0.670
S 4.48582 -2.72594 2.08815 1.257
O 5.32700 -1.97322 2.98167 -0.613
O 5.01893 -2.47460 0.58503 -0.289
C 4.36111 -3.20250 -0.48789 -0.023
C 4.86324 -2.53320 -1.73485 -1.264
C 2.89162 -1.86498 1.93016 -0.670
H 3.27967 -3.11046 -0.40945 0.266
H 4.77860 -4.20937 -0.44093 0.328
H 4.37021 -2.86519 -2.65418 0.327
H 5.91380 -2.71447 -1.96294 0.412
H 4.69253 -1.45826 -1.65436 0.242
H 2.17506 -2.57564 1.53053 0.419
H 3.03692 -0.91206 1.43545 -0.084
H 2.55123 -1.64704 2.94338 0.297
O -0.65978 1.50618 -5.35398 -0.591
S -1.15905 0.24151 -5.79406 1.219
O -1.72149 0.06883 -7.11054 -0.645
O 0.04179 -0.84612 -5.64702 -0.382
C 0.58647 -1.00343 -4.33436 0.215
C 1.85387 -1.83895 -4.42424 -1.276
C -2.39943 -0.44931 -4.65505 -1.102
H -0.07234 -1.54337 -3.64867 0.077
H 0.82198 -0.01694 -3.93646 0.363
H 1.73159 -2.74345 -5.01907 0.404
H 2.30512 -2.03616 -3.45389 0.106
H 2.63460 -1.27391 -4.94412 0.389
H -1.95970 -0.53999 -3.66238 0.193
H -2.64627 -1.45148 -5.00102 0.488
H -3.27820 0.18686 -4.72072 0.498
F 2.73528 0.42246 4.27009 -0.228
C 1.57394 0.55698 4.90900 0.031
C 1.49767 0.33870 6.27920 -0.572
C 0.29534 0.55786 6.92808 -0.468
C -0.79080 1.08262 6.22191 -0.560
C -0.67057 1.38874 4.88892 -0.525
C 0.49403 1.05889 4.19413 0.657
H 2.39403 -0.06177 6.73707 0.452
H 0.24857 0.52660 8.00801 0.358
H -1.69893 1.20643 6.79823 0.388
H -1.54055 1.68795 4.31270 0.106
H 0.62684 1.16981 3.12386 0.398
```

Lowest unoccupied orbital energy   -4.3 eV
Charge   +1


Entry 3:
Computed, not measured: a 2-piece molecular cluster, C2H5O2Si overall, with ωB97M-V/def2-TZVPD.

Geometry as XYZ:
```
10
Properties=species:S:1:pos:R:3:nbo_charge:R:1
C 0.07446 0.21636 -1.88893 0.452
C -0.76711 -0.46651 1.21484 -1.162
O 0.00225 -1.06027 -1.78921 -0.751
O -0.05865 0.98786 -2.80411 -0.659
Si 0.37611 0.23714 -0.06789 1.216
H -1.72561 0.04025 1.21191 0.229
H -1.06973 -1.60652 0.85471 0.251
H -0.29119 -0.39322 2.24946 0.248
H 1.66944 -0.32436 0.17190 -0.218
H 1.79003 2.36928 0.84733 -0.606
```

Lowest unoccupied orbital energy   3.9 eV
Charge   -1
ΔE to the lowest compared entry with this formula, charge and spin   2.526 eV


Entry 4:
Computed, not measured: C40H62CsN9O7P2S2 as an isolated structure, with ωB97M-V/def2-TZVPD.

Geometry as XYZ:
```
123
Properties=species:S:1:pos:R:3:mulliken_charge:R:1
Cs 0.36211 -0.15281 0.18403 1.328
O 3.36939 -2.19769 -3.30544 -0.704
C 2.98245 -1.78844 -2.20598 -0.346
N 2.68579 -0.53864 -1.83075 0.346
C 3.35581 0.49987 -2.38945 -0.419
O 4.50751 0.50382 -2.80918 -0.722
C 2.59542 1.81835 -2.45782 0.622
C 2.97873 2.72464 -3.44225 -0.767
C 2.26349 3.90080 -3.57658 -0.718
C 1.21048 4.14376 -2.70651 -0.550
C 0.91421 3.19199 -1.74263 -0.517
N 1.58201 2.04479 -1.62492 0.493
C 2.74863 -2.86191 -1.15113 0.476
C 3.75563 -3.80052 -0.92873 -0.826
C 3.54975 -4.79637 0.00581 -0.633
C 2.32848 -4.85189 0.66918 -0.874
C 1.38034 -3.89233 0.36296 -0.394
N 1.58228 -2.90745 -0.51003 0.342
H 3.81893 2.47605 -4.07429 0.557
H 2.52136 4.61855 -4.34587 0.386
H 0.62184 5.05048 -2.76741 0.480
H 0.09933 3.35818 -1.04588 0.638
H 4.67052 -3.72686 -1.50030 0.582
H 4.32214 -5.52833 0.20688 0.424
H 2.11367 -5.63038 1.39016 0.529
H 0.40288 -3.91053 0.84041 0.429
O -1.56688 -1.57449 -1.19393 0.018
S -2.16092 -2.94591 -1.22238 -0.086
C -3.65592 -2.82259 -2.23049 -1.013
C -3.47712 -2.53902 -3.71932 -1.150
C -2.64080 -1.30711 -4.06075 1.266
C -3.33481 0.00547 -3.73460 -1.013
S -2.28596 1.49650 -3.68076 -0.207
O -1.74840 1.56045 -2.28950 -0.372
C -0.94613 0.95902 -4.71654 -0.031
C -1.06239 1.10252 -6.09244 -0.534
C -0.04328 0.62677 -6.90456 -0.723
C 1.07294 0.02413 -6.33730 -0.983
C 1.18986 -0.09476 -4.95802 -0.763
C 0.17484 0.38426 -4.13932 0.331
C -1.15962 -3.93114 -2.32959 0.851
C -0.09253 -3.34542 -2.98840 0.034
C 0.70515 -4.12605 -3.81585 -0.626
C 0.42223 -5.47486 -3.97548 -0.800
C -0.64890 -6.05512 -3.30528 -0.689
C -1.44101 -5.28439 -2.46939 -0.956
H -4.22432 -2.04393 -1.71552 0.577
H -4.19722 -3.76133 -2.08132 0.522
H -4.47566 -2.45418 -4.16197 0.480
H -3.01264 -3.41269 -4.18135 0.405
H -2.39984 -1.33008 -5.12570 0.546
H -1.69587 -1.34633 -3.52797 -1.220
H -3.74644 0.01581 -2.72229 0.366
H -4.14939 0.21684 -4.43265 0.459
H -1.93332 1.58237 -6.52511 0.455
H -0.11624 0.73127 -7.97956 0.398
H 1.86624 -0.34711 -6.97347 0.464
H 2.06159 -0.56750 -4.51787 0.409
H 0.25004 0.32865 -3.05831 0.906
H 0.13067 -2.29944 -2.82389 0.383
H 1.56633 -3.67547 -4.29351 0.540
H 1.04985 -6.08371 -4.61353 0.400
H -0.85698 -7.11072 -3.42452 0.417
H -2.26341 -5.73729 -1.92600 0.430
C 4.23639 2.30176 3.52245 -1.062
N 3.30699 1.40073 4.19483 0.557
C 3.77244 0.87054 5.46162 -0.916
P 1.83187 1.19151 3.52792 -0.738
O 1.80735 1.12862 2.06487 -0.397
O 1.42264 -0.22659 4.22907 0.497
P 0.13972 -1.15766 3.99761 -0.571
O -0.52437 -1.04246 2.68837 -0.358
N 0.79812 -2.61823 4.34662 0.498
C 2.20837 -2.95600 4.44057 -0.650
C -0.08757 -3.76966 4.25585 -1.050
N -0.90578 -0.70824 5.19885 0.969
C -0.53450 -0.92959 6.58511 -1.096
C -2.33877 -0.64857 4.95305 -1.131
N 0.78964 2.32504 4.11217 0.661
C 0.77559 2.62262 5.53361 -0.821
C -0.50568 2.51788 3.46534 -0.571
H 4.39604 3.20934 4.11169 0.283
H 3.84780 2.57056 2.54263 0.238
H 5.19485 1.79855 3.37923 0.346
H 4.02618 1.68025 6.15394 0.385
H 4.66853 0.26173 5.31094 0.293
H 3.01100 0.24858 5.92502 0.110
H 2.81755 -2.05850 4.47378 0.097
H 2.51930 -3.54958 3.57494 0.182
H 2.39236 -3.54024 5.34676 0.280
H -1.11736 -3.44811 4.09725 0.288
H -0.04049 -4.36155 5.17367 0.354
H 0.19591 -4.40446 3.41136 0.216
H 0.54538 -0.84764 6.70840 0.207
H -0.84683 -1.91768 6.94267 0.246
H -1.00212 -0.17200 7.21802 0.403
H -2.51871 -0.47793 3.89518 0.242
H -2.77109 0.17511 5.52683 0.332
H -2.84129 -1.57463 5.25614 0.305
H 1.78557 2.60179 5.94123 0.224
H 0.15236 1.91494 6.09452 0.154
H 0.37495 3.62636 5.68596 0.360
H -0.48596 2.22515 2.41656 -0.004
H -0.77231 3.57602 3.53347 0.489
H -1.28431 1.93243 3.96726 0.083
C -2.19610 6.22619 0.04354 -1.745
C -2.84747 4.84982 -0.03766 1.577
C -4.09766 4.82392 0.84658 -1.833
C -3.21324 4.53577 -1.48449 -1.423
N -1.81545 3.89726 0.40495 -0.117
N -2.16829 2.52223 0.45542 0.351
H -2.89141 7.00643 -0.27000 0.431
H -1.31322 6.26578 -0.59533 0.315
H -1.88544 6.45156 1.06776 0.388
H -4.83198 5.55566 0.50379 0.440
H -3.84417 5.06381 1.88273 0.349
H -4.59411 3.85104 0.83120 0.398
H -3.89857 5.28972 -1.87645 0.542
H -3.69446 3.56081 -1.57428 0.164
H -2.31269 4.51812 -2.10044 0.258
H -1.48063 4.16349 1.32390 0.179
H -2.11791 2.14974 -0.48986 -0.041
H -3.11394 2.38792 0.80741 0.180
```

Lowest unoccupied orbital energy   0.0 eV
Charge   0
ΔE to the lowest compared entry with this formula, charge and spin   0.204 eV


DFT total energy across the listed records, respectively: -4631.85839; -3389.69117; -519.11851; -4080.30646 a.u..
Largest force on an atom across the listed records, respectively: 0.496; 1.746; 3.208; 0.924 eV Å⁻¹.